Here is a 12-piece molecular cluster, C41H92O26S5 overall from the Open Molecules 2025 dataset. Energies are from ωB97M-V/def2-TZVPD.

Geometry (Å):
C 11.01803 19.91570 12.74460
C 10.83024 18.44920 12.32693
C 10.93910 18.49036 10.80725
O 10.20129 19.64588 10.45872
C 10.38454 20.60768 11.50421
H 12.05936 20.20280 12.87312
H 10.46304 20.05808 13.66883
H 9.86130 18.12154 12.70507
H 11.59694 17.75962 12.69432
H 10.64460 17.53026 10.38501
H 11.98844 18.65128 10.52107
H 9.38270 20.97966 11.71842
H 11.01284 21.44828 11.20369
C 6.14297 15.40653 14.83267
C 7.41293 15.14086 14.03058
C 8.47737 15.88340 14.89286
O 7.80381 16.43811 16.03723
C 6.62851 15.65511 16.25419
H 5.43014 14.58361 14.76687
H 5.72250 16.36797 14.53643
H 7.28297 15.61495 13.06105
H 7.73703 14.10517 13.96880
H 8.95817 16.68320 14.33390
H 9.22453 15.21138 15.32038
H 5.89196 16.16513 16.87113
H 6.99648 14.73325 16.72793
C 17.27565 19.82930 17.32130
C 15.92562 19.44358 17.92780
C 15.92285 17.90291 17.89021
O 16.73807 17.58710 16.76767
C 17.80695 18.51276 16.73043
H 17.96114 20.16703 18.09745
H 17.16266 20.61223 16.57303
H 15.08295 19.81302 17.34269
H 15.86933 19.77887 18.96251
H 14.96958 17.40382 17.72173
H 16.31840 17.50317 18.83345
H 18.25549 18.54803 15.73535
H 18.63063 18.08181 17.31979
C 13.17092 12.02442 13.72745
C 13.15535 13.32908 12.93855
C 12.56805 12.98184 11.56711
O 12.83793 11.59285 11.43293
C 12.59669 11.02376 12.71734
H 12.56191 12.05952 14.63233
H 14.16080 11.66916 14.00861
H 14.15887 13.73956 12.84311
H 12.60279 14.12517 13.44321
H 12.97857 13.56751 10.74704
H 11.48420 13.15600 11.52640
H 13.12448 10.06807 12.69378
H 11.53053 10.77959 12.80335
C 7.13757 20.00205 19.07862
C 7.62093 19.38150 17.78617
C 9.08591 19.07398 18.01838
O 9.15386 18.84036 19.44444
C 7.92512 19.19401 20.09763
H 6.05250 19.99594 19.16191
H 7.47411 21.04372 19.11240
H 7.48988 19.86721 16.81892
H 7.10648 18.41602 17.69543
H 9.69288 19.90814 17.65168
H 9.42052 18.19176 17.47080
H 8.26748 19.78018 20.95122
H 7.34372 18.33085 20.43740
O 12.98489 22.05431 14.85832
S 12.06823 22.69398 15.76505
O 10.72917 22.19975 15.95186
O 12.78210 22.80793 17.21251
C 14.19764 23.02430 17.32158
C 14.61488 22.75045 18.75856
C 11.99292 24.45956 15.38834
H 14.39826 24.07575 17.10280
H 14.74048 22.39042 16.61963
H 14.59299 21.69001 19.00854
H 13.91845 23.25664 19.42522
H 15.64228 23.09806 18.85906
H 11.55062 24.87918 16.28661
H 11.39149 24.64250 14.50239
H 13.02180 24.74345 15.18223
O 14.32495 15.18273 19.27630
S 13.81349 15.94922 20.37606
O 14.68333 16.69578 21.24361
O 12.69482 16.94606 19.78353
C 12.26241 18.08232 20.54812
C 13.10371 19.30470 20.21508
C 12.73759 14.83242 21.32472
H 12.46313 17.89570 21.60645
H 11.20194 18.28084 20.41014
H 12.95147 20.07657 20.97458
H 12.92720 19.72522 19.22482
H 14.16162 19.06188 20.31389
H 11.89624 14.49643 20.72952
H 12.43686 15.41666 22.19536
H 13.31485 13.99468 21.70896
O 13.65091 16.32596 11.93999
S 15.08804 16.39169 12.07875
O 15.94557 15.71386 11.15523
O 15.57305 17.96444 12.13633
C 14.65643 18.90765 12.75891
C 15.38434 19.58770 13.89229
C 15.55281 16.04088 13.80155
H 13.75349 18.37714 13.06283
H 14.37902 19.58985 11.95427
H 14.70350 20.26719 14.41458
H 16.20062 20.21727 13.53837
H 15.75155 18.88090 14.63683
H 16.63108 16.16739 13.84390
H 15.29868 15.01550 14.06213
H 15.00646 16.73509 14.43300
O 9.61767 13.87068 21.06619
S 8.69875 14.17226 19.99685
O 8.18639 13.16750 19.09678
O 7.52044 15.03069 20.69844
C 6.45796 15.50054 19.90000
C 5.34622 16.08545 20.77257
C 9.51986 15.45515 19.00688
H 5.99700 14.72964 19.27678
H 6.82929 16.28395 19.22802
H 5.68478 16.85842 21.46169
H 4.89961 15.31989 21.41118
H 4.54127 16.44413 20.13202
H 10.55594 15.12292 18.91897
H 9.55827 16.40183 19.54409
H 9.10947 15.51979 18.00132
O 12.70660 11.95805 19.87442
S 12.87860 10.66250 19.26993
O 13.77473 9.69137 19.82860
O 11.40727 9.95430 19.11375
C 10.30264 10.85246 19.34135
C 9.00263 10.08456 19.28759
C 13.23575 10.93942 17.52348
H 10.30696 11.66315 18.60479
H 10.49930 11.35898 20.28798
H 8.94462 9.64828 18.28696
H 8.16472 10.74839 19.46255
H 9.00414 9.24488 19.98242
H 12.93839 10.07755 16.93948
H 14.26919 11.28204 17.47480
H 12.65922 11.82369 17.24810
C 13.00674 14.52681 16.49564
O 13.43265 15.86263 16.28001
C 12.51932 16.81236 16.32631
O 11.34543 16.64751 16.51692
O 13.11446 17.97568 16.09362
C 12.28408 19.12656 16.19328
H 12.03062 14.42127 16.96355
H 13.71871 14.09680 17.20174
H 13.10246 13.91957 15.59818
H 11.68966 19.13222 17.10556
H 11.54230 19.20983 15.39548
H 12.98225 19.94928 16.08411
C 16.56292 14.28393 17.42380
O 17.59213 13.34220 17.15681
C 17.16988 12.21841 16.54260
O 16.12161 12.14561 15.97111
O 18.03801 11.24678 16.66460
C 19.32340 11.39875 17.23823
H 15.80854 13.89871 18.10531
H 16.09658 14.57192 16.47970
H 16.96740 15.19692 17.85325
H 19.78702 12.34104 16.94347
H 19.95476 10.58199 16.90343
H 19.22604 11.39335 18.32483

Output
Frontier orbital gap: 9.37 eV
HOMO energy: -9.38 eV
Largest force on an atom: 2.24 eV/A
Electronic energy: -151415.976 eV
SMILES: CCOS(C)(=O)=O.CCOS(C)(=O)=O.CCOS(C)(=O)=O.CCOS(C)(=O)=O.CCOS(C)(=O)=O.COC(=O)OC.COC(=O)OC.C1CCOC1.C1CCOC1.C1CCOC1.C1CCOC1.C1CCOC1
LUMO energy: 0.0 eV

---

Here is a 9-piece molecular cluster, C12H44N2O11 overall from the Open Molecules 2025 dataset. Energies are from ωB97M-V/def2-TZVPD.

Geometry (Å):
C 2.39304 -6.29253 7.03862
O 1.82934 -5.34166 6.16934
C 1.01767 -4.40658 6.96698
C 0.39554 -3.24548 6.08715
N -0.05570 -3.80528 4.83290
C -0.38646 -2.74102 3.89154
C 0.80569 -1.84714 3.38962
O 2.02049 -2.52469 3.15076
C 1.97433 -3.32234 1.98897
H 3.15110 -5.73595 7.58966
H 2.96403 -7.06948 6.53028
H 1.73325 -6.80961 7.73534
H 1.63103 -4.03846 7.78941
H 0.21016 -4.98374 7.41744
H 1.22303 -2.56307 5.89303
H -0.41465 -2.66953 6.53436
H 0.77319 -4.30064 4.53682
H -1.18582 -2.08996 4.24547
H -0.73494 -3.24363 2.98929
H 1.13699 -1.08748 4.09762
H 0.57175 -1.30272 2.47474
H 1.24000 -4.12781 1.99826
H 3.00194 -3.67771 1.91263
H 1.79860 -2.71533 1.10085
C 0.70839 2.99255 -6.78924
O 1.43364 2.59971 -5.53513
C 0.48631 2.22813 -4.52463
C 1.21677 2.31701 -3.18664
N 1.13098 3.65351 -2.56870
C 1.92063 3.67536 -1.35073
C 1.91771 5.12374 -0.79490
O 2.20857 6.11735 -1.78127
C 2.33971 7.47133 -1.22984
H 1.32436 2.94783 -7.68740
H 0.36973 4.01151 -6.60190
H -0.21076 2.47893 -7.07112
H 0.16293 1.21681 -4.77116
H -0.41088 2.84621 -4.55823
H 2.24011 2.05290 -3.45334
H 0.92626 1.60639 -2.41286
H 1.48937 4.35477 -3.20107
H 2.93641 3.28049 -1.37024
H 1.37817 3.08534 -0.61200
H 2.63363 5.23669 0.01922
H 0.89042 5.35962 -0.51711
H 2.69303 8.13391 -2.01994
H 3.05841 7.65809 -0.43190
H 1.36003 7.76006 -0.84909
O -2.90654 3.39041 -1.17846
H -2.63002 3.16484 -0.29027
H -2.09254 3.42969 -1.68055
O -2.66692 2.69984 2.64963
H -2.26503 2.79987 3.51260
H -3.59209 2.90062 2.79102
O -0.89129 -3.86647 -5.09796
H -0.51011 -4.46553 -5.73987
H -1.07829 -4.41687 -4.33748
O -6.00414 2.11698 -3.38138
H -5.47885 1.34386 -3.58777
H -5.40788 2.69079 -2.90029
O -1.57752 -4.62757 -1.58922
H -2.34310 -5.10239 -1.26571
H -1.82487 -3.70477 -1.53027
O -4.03479 -1.29748 -4.90548
H -3.34483 -1.94215 -5.06234
H -4.75670 -1.57676 -5.46857
O -2.55061 -0.91957 -1.12166
H -2.49455 -0.00441 -0.84680
H -2.84686 -0.87932 -2.03098

Output
Frontier orbital gap: 8.85 eV
HOMO energy: -8.68 eV
Energy relative to the best compared isomer or geometry (same formula, charge and spin): 55.9 kcal/mol
Largest force on an atom: 2.60 eV/A
Electronic energy: -38656.424 eV
SMILES: COCCNCCOC.COCCNCCOC.O.O.O.O.O.O.O
LUMO energy: 0.2 eV